No. 1
{"formula": "C39H50BCoF4N4O4PTe", "method": "ωB97M-V/def2-TZVPD", "elements": ["Co", "C", "N", "C", "C", "C", "N", "C", "C", "F", "C", "F", "C", "C", "F", "C", "F", "H", "H", "H", "H", "H", "H", "H", "H", "H", "H", "H", "C", "C", "C", "C", "C", "C", "Te", "N", "C", "O", "C", "C", "C", "C", "C", "C", "C", "C", "C", "C", "C", "C", "C", "C", "C", "C", "C", "C", "H", "H", "H", "H", "H", "H", "H", "H", "H", "H", "H", "H", "H", "H", "H", "H", "H", "H", "H", "H", "H", "H", "H", "H", "H", "H", "H", "C", "O", "P", "O", "C", "O", "C", "H", "H", "H", "H", "H", "H", "H", "H", "H", "B", "C", "N", "H", "H", "H"], "xyz": [[-0.42, -2.52, -1.33], [1.67, -2.72, 0.88], [0.26, -2.32, 0.67], [0.14, -0.87, 1.03], [-0.62, -3.14, 1.53], [-2.62, -2.25, 0.41], [-2.31, -2.23, -1.00], [-3.26, -1.93, -1.94], [-2.94, -2.16, -3.29], [-1.72, -2.70, -3.56], [-3.78, -1.87, -4.34], [-3.36, -2.13, -5.59], [-5.03, -1.33, -4.12], [-5.39, -1.11, -2.81], [-6.59, -0.58, -2.53], [-4.54, -1.40, -1.75], [-5.00, -1.12, -0.51], [1.95, -2.59, 1.93], [2.31, -2.09, 0.28], [1.80, -3.76, 0.59], [0.25, -0.78, 2.12], [-1.09, -0.13, -0.40], [0.96, -0.35, 0.55], [-0.68, -2.68, 2.52], [-0.19, -4.13, 1.62], [-3.12, -0.23, 0.60], [-3.66, -2.51, 0.59], [-5.70, -1.10, -4.94], [0.94, 8.68, 1.73], [0.67, 7.31, 1.19], [1.56, 6.68, 0.33], [1.32, 5.41, -0.18], [2.32, 4.77, -1.10], [0.14, 4.75, 0.18], [-0.22, 2.81, -0.54], [-1.08, -0.26, 0.61], [-2.34, -0.85, 1.04], [-1.90, -3.34, 0.99], [-2.52, -0.76, 2.54], [-3.12, -1.77, 3.29], [-3.31, -1.62, 4.66], [-2.89, -0.46, 5.30], [-2.30, 0.56, 4.56], [-2.12, 0.40, 3.19], [2.41, 1.71, 0.82], [2.20, 1.62, 2.18], [1.24, 2.51, 2.92], [2.93, 0.63, 2.86], [3.82, -0.20, 2.19], [4.60, -1.25, 2.93], [3.99, -0.04, 0.82], [3.28, 0.92, 0.10], [3.48, 1.08, -1.39], [-0.78, 5.36, 1.05], [-2.06, 4.68, 1.45], [-0.50, 6.63, 1.54], [1.89, 9.07, 1.36], [0.98, 8.67, 2.82], [0.15, 9.38, 1.44], [2.47, 7.20, 0.04], [3.18, 5.41, -1.26], [1.88, 4.54, -2.08], [2.67, 3.82, -0.68], [-3.43, -2.69, 2.82], [-3.77, -2.41, 5.23], [-3.04, -0.34, 6.36], [-1.98, 1.47, 5.04], [-1.67, 1.19, 2.60], [0.21, 2.27, 2.64], [1.41, 3.56, 2.67], [1.34, 2.38, 4.00], [2.81, 0.53, 3.93], [4.36, -1.26, 3.99], [5.68, -1.08, 2.84], [4.40, -2.25, 2.54], [4.69, -0.69, 0.29], [4.44, 1.56, -1.59], [2.69, 1.69, -1.83], [3.48, 0.12, -1.89], [-2.61, 4.32, 0.58], [-2.70, 5.35, 2.02], [-1.86, 3.80, 2.08], [-1.21, 7.10, 2.21], [1.30, -3.24, -4.57], [0.76, -4.42, -3.94], [0.54, -4.48, -2.36], [1.94, -4.92, -1.74], [2.63, -6.09, -2.22], [-0.30, -5.83, -2.24], [-1.70, -5.78, -2.58], [1.54, -3.52, -5.59], [2.20, -2.90, -4.06], [0.56, -2.44, -4.57], [3.65, -6.01, -1.87], [2.61, -6.13, -3.30], [2.16, -6.98, -1.80], [-2.10, -6.77, -2.35], [-1.82, -5.56, -3.63], [-2.21, -5.03, -1.97], [0.87, 1.09, -4.00], [0.62, -0.05, -2.95], [0.44, -0.92, -2.19], [-0.01, 0.98, -4.83], [0.80, 2.15, -3.40], [1.98, 0.90, -4.45]], "multiplicity": 6, "e_homo_ha": [-0.2541, -0.2722], "s2": 8.775, "e_tot_ev": -121158.685, "e_above_lowest_kcal_mol": 0.0, "homo_lumo_gap_ev": [7.307, 6.061]}

No. 2
{"formula": "C39H50F9Ge2N6O4PRbS4", "method": "ωB97M-V/def2-TZVPD", "elements": ["Rb", "F", "C", "F", "F", "S", "O", "O", "N", "S", "O", "O", "C", "F", "F", "F", "S", "C", "C", "N", "C", "S", "C", "N", "C", "C", "C", "P", "C", "C", "C", "C", "C", "C", "H", "H", "H", "H", "H", "H", "H", "H", "H", "H", "H", "H", "H", "H", "H", "H", "H", "H", "H", "H", "H", "C", "N", "C", "C", "N", "H", "H", "H", "H", "H", "H", "C", "Ge", "C", "C", "Ge", "C", "C", "C", "C", "C", "C", "C", "C", "C", "C", "C", "C", "H", "H", "H", "H", "H", "H", "H", "H", "H", "H", "H", "H", "H", "H", "H", "H", "H", "H", "H", "F", "C", "F", "F", "C", "C", "C", "N", "C", "C", "H", "H", "H", "H"], "xyz": [[0.02, -0.68, 0.05], [3.26, -5.45, 0.96], [2.85, -4.21, 0.64], [3.29, -3.94, -0.59], [3.43, -3.35, 1.49], [0.98, -4.12, 0.75], [0.68, -2.76, 1.12], [0.66, -5.14, 1.70], [0.52, -4.49, -0.70], [0.26, -3.22, -1.63], [1.30, -2.24, -1.58], [-1.10, -2.77, -1.59], [0.43, -4.06, -3.30], [0.35, -5.39, -3.19], [1.60, -3.75, -3.86], [-0.55, -3.65, -4.10], [0.97, 3.62, 2.08], [-0.34, 4.53, 1.53], [-0.45, 5.84, 2.08], [-0.52, 6.89, 2.55], [-1.32, 4.11, 0.61], [-1.41, 2.60, -0.16], [-2.36, 5.02, 0.26], [-3.24, 5.71, -0.03], [-3.85, -0.52, 4.96], [-3.58, -0.64, 3.46], [-3.91, 0.68, 2.76], [-1.88, -1.19, 2.85], [-0.59, -0.66, 4.10], [-0.58, -1.25, 5.51], [-0.52, 0.87, 4.12], [-1.96, -3.05, 3.08], [-2.72, -3.62, 4.28], [-2.54, -3.65, 1.79], [-4.91, -0.28, 5.11], [-3.26, 0.28, 5.40], [-3.64, -1.45, 5.49], [-4.25, -1.41, 3.05], [-3.27, 1.49, 3.12], [-4.95, 0.96, 2.94], [-3.75, 0.60, 1.69], [0.32, -1.02, 3.59], [-1.49, -0.99, 6.07], [0.27, -0.83, 6.06], [-0.46, -2.33, 5.49], [-1.38, 1.30, 4.63], [-0.48, 1.27, 3.10], [0.38, 1.20, 4.63], [-0.91, -3.36, 3.14], [-3.79, -3.40, 4.19], [-2.37, -3.24, 5.23], [-2.61, -4.71, 4.29], [-3.60, -3.37, 1.70], [-2.46, -4.74, 1.80], [-2.02, -3.28, 0.91], [4.41, 2.26, 3.00], [4.18, 0.84, 2.77], [5.34, 0.01, 2.53], [3.02, 0.47, 2.25], [2.00, 0.14, 1.81], [4.99, 2.71, 2.19], [4.95, 2.39, 3.94], [3.46, 2.78, 3.07], [5.93, 0.37, 1.68], [5.03, -1.01, 2.33], [5.98, 0.02, 3.42], [5.55, 1.18, -3.47], [4.23, 1.01, -1.93], [5.18, 2.13, -0.54], [4.63, -0.85, -1.31], [1.68, 1.30, -1.87], [1.20, 0.29, -3.58], [2.13, -0.20, -4.51], [1.73, -0.83, -5.67], [0.38, -1.01, -5.94], [-0.56, -0.56, -5.03], [-0.15, 0.07, -3.86], [1.55, 3.11, -2.78], [2.60, 4.03, -2.81], [2.44, 5.30, -3.35], [1.22, 5.69, -3.88], [0.16, 4.79, -3.86], [0.33, 3.53, -3.31], [6.57, 1.14, -3.08], [5.42, 2.12, -4.01], [5.42, 0.36, -4.19], [5.94, 1.53, -0.03], [4.45, 2.48, 0.19], [5.67, 3.00, -0.99], [5.70, -1.01, -1.13], [4.29, -1.57, -2.05], [4.08, -1.06, -0.38], [3.19, -0.06, -4.32], [2.47, -1.19, -6.38], [0.06, -1.50, -6.86], [-1.62, -0.71, -5.22], [-0.90, 0.40, -3.15], [3.56, 3.74, -2.40], [3.28, 6.00, -3.35], [1.09, 6.68, -4.29], [-0.80, 5.09, -4.27], [-0.52, 2.85, -3.29], [-8.38, -0.97, -1.90], [-7.42, -0.50, -2.73], [-7.82, 0.71, -3.13], [-7.43, -1.31, -3.81], [-6.08, -0.48, -2.06], [-5.47, 0.71, -1.70], [-4.25, 0.64, -1.05], [-3.64, -0.50, -0.77], [-4.22, -1.64, -1.14], [-5.45, -1.69, -1.78], [-5.93, 1.66, -1.92], [-3.72, 1.55, -0.75], [-3.67, -2.55, -0.91], [-5.91, -2.62, -2.06]], "multiplicity": 2, "e_homo_ha": [-0.0615, -0.0608], "s2": 0.783, "e_tot_ev": -249160.577, "e_above_lowest_kcal_mol": 7.8, "homo_lumo_gap_ev": [5.072, 4.627], "charge": -2}

No. 3
{"formula": "C39H50FN12O4P", "method": "ωB97M-V/def2-TZVPD", "elements": ["N", "P", "N", "C", "O", "O", "C", "O", "N", "C", "O", "F", "H", "H", "H", "H", "H", "N", "C", "C", "C", "C", "H", "H", "H", "H", "H", "N", "C", "C", "C", "C", "H", "H", "H", "H", "H", "N", "C", "C", "C", "C", "H", "H", "H", "H", "H", "N", "C", "C", "C", "C", "H", "H", "H", "H", "H", "N", "C", "C", "C", "C", "H", "H", "H", "H", "H", "N", "C", "C", "C", "C", "H", "H", "H", "H", "H", "N", "C", "C", "C", "C", "H", "H", "H", "H", "H", "N", "C", "C", "C", "C", "H", "H", "H", "H", "H", "N", "C", "C", "C", "C", "H", "H", "H", "H", "H"], "xyz": [[0.97, -3.85, -0.13], [1.59, -2.66, 0.68], [1.48, -1.07, -0.07], [2.10, -0.05, 0.69], [1.65, 1.04, 0.87], [3.33, -0.41, 1.15], [0.17, -0.66, -0.49], [0.06, 0.26, -1.25], [-0.99, -1.37, -0.02], [-1.35, -1.16, 1.30], [-1.38, -2.01, 2.15], [-1.70, 0.07, 1.56], [0.58, -3.55, -1.02], [2.96, -2.86, 0.87], [1.07, -2.47, 1.97], [3.25, -0.64, 2.08], [-0.98, -2.36, -0.22], [3.44, 2.09, -1.55], [3.06, 2.69, -2.71], [4.13, 3.41, -3.18], [5.20, 3.23, -2.26], [4.74, 2.40, -1.26], [2.85, 1.50, -0.99], [2.07, 2.56, -3.11], [4.14, 4.00, -4.08], [6.19, 3.65, -2.32], [5.22, 2.02, -0.38], [-2.59, -4.98, 1.98], [-3.92, -5.12, 1.69], [-4.25, -6.44, 1.81], [-3.07, -7.14, 2.18], [-2.06, -6.21, 2.27], [-2.08, -4.12, 1.97], [-4.52, -4.26, 1.44], [-5.23, -6.87, 1.65], [-2.97, -8.20, 2.35], [-1.02, -6.32, 2.52], [-0.54, 1.87, -5.28], [-1.39, 2.76, -5.89], [-0.88, 3.06, -7.12], [0.32, 2.32, -7.27], [0.50, 1.59, -6.12], [-0.67, 1.48, -4.37], [-2.27, 3.11, -5.38], [-1.31, 3.74, -7.83], [0.98, 2.31, -8.12], [1.28, 0.90, -5.83], [-2.47, -6.16, 5.48], [-1.62, -6.46, 6.51], [-2.13, -5.90, 7.66], [-3.34, -5.25, 7.31], [-3.52, -5.43, 5.96], [-2.35, -6.44, 4.52], [-0.72, -7.03, 6.34], [-1.69, -5.96, 8.64], [-4.00, -4.72, 7.97], [-4.31, -5.10, 5.30], [-6.22, -2.66, 5.06], [-6.94, -2.43, 6.20], [-8.24, -2.23, 5.84], [-8.31, -2.33, 4.43], [-7.05, -2.60, 3.98], [-5.23, -2.84, 5.03], [-6.46, -2.45, 7.17], [-9.06, -2.02, 6.52], [-9.19, -2.22, 3.81], [-6.67, -2.75, 2.98], [0.55, 7.46, -4.39], [-0.79, 7.35, -4.60], [-1.12, 6.02, -4.53], [0.07, 5.30, -4.26], [1.09, 6.21, -4.18], [1.06, 8.32, -4.39], [-1.40, 8.22, -4.79], [-2.11, 5.61, -4.66], [0.17, 4.24, -4.14], [2.14, 6.08, -3.99], [7.37, 6.57, -1.92], [8.50, 5.87, -1.58], [9.57, 6.70, -1.77], [9.07, 7.94, -2.24], [7.71, 7.83, -2.32], [6.43, 6.20, -1.88], [8.44, 4.85, -1.23], [10.60, 6.44, -1.59], [9.65, 8.82, -2.49], [6.96, 8.53, -2.62], [-4.27, -8.90, 6.63], [-5.55, -9.36, 6.51], [-5.75, -10.32, 7.47], [-4.53, -10.45, 8.19], [-3.64, -9.56, 7.65], [-3.85, -8.19, 6.05], [-6.22, -8.96, 5.76], [-6.66, -10.87, 7.63], [-4.34, -11.11, 9.01], [-2.62, -9.33, 7.90], [4.47, 8.78, -6.48], [5.40, 8.44, -7.42], [5.06, 7.21, -7.92], [3.87, 6.79, -7.25], [3.53, 7.79, -6.38], [4.47, 9.63, -5.96], [6.22, 9.09, -7.65], [5.60, 6.66, -8.67], [3.33, 5.88, -7.40], [2.71, 7.87, -5.69]], "e_homo_ha": -0.2933, "e_tot_ev": -79328.348, "homo_lumo_gap_ev": 7.064, "smiles": "N=[PH2]N(C(=O)O)C(=O)NC(=O)F.c1cc[nH]c1.c1cc[nH]c1.c1cc[nH]c1.c1cc[nH]c1.c1cc[nH]c1.c1cc[nH]c1.c1cc[nH]c1.c1cc[nH]c1.c1cc[nH]c1"}